(one)
Molecular formula: C3H7NOS2
Method: DFT, ωB97M-V with the def2-TZVPD basis set

```
14
C3H7NOS2 | the Open Molecules 2025 dataset | ωB97M-V with the def2-TZVPD basis set
N 0.68 0.16 -1.75
C -0.50 0.61 -1.06
C -1.68 0.37 -1.96
O -2.78 0.77 -1.57
C -0.91 -0.22 0.28
S 0.22 0.11 1.69
S 2.10 -0.70 1.24
H 1.04 -0.69 -1.23
H 0.74 0.05 -2.80
H -0.28 1.66 -0.78
H -1.35 -0.14 -2.87
H -1.99 0.14 0.44
H -1.07 -1.31 0.06
H 1.75 -2.02 1.55
```

- HOMO: -9.2 eV
- Net charge: 0
- SMILES string: N[C@@H](C=O)CSS
- M: 137.229 u

***

(two)
Molecular formula: C3H7NOS2
Method: DFT, ωB97M-V with the def2-TZVPD basis set

```
14
C3H7NOS2 | the Open Molecules 2025 dataset | ωB97M-V with the def2-TZVPD basis set
C 2.13 -0.06 0.43
C 0.89 -0.21 -0.65
C -0.40 0.59 -0.26
O -0.41 1.81 -0.29
N -1.52 -0.11 -0.12
S -1.72 -1.80 0.16
S -2.92 0.82 0.20
H 2.47 -1.02 0.41
H 1.89 0.29 1.42
H 2.91 0.58 0.13
H 0.61 -1.25 -0.74
H 1.20 0.23 -1.59
H -2.46 -1.81 1.35
H -2.66 1.94 -0.47
```

- HOMO: -9.0 eV
- Net charge: 0
- SMILES string: CCC(=O)N(S)S
- M: 137.229 u

***

Order of stability, best first: (one), (two)

***

(one)
Molecular formula: C5H6O2
Method: DFT, ωB97M-V with the def2-TZVPD basis set

```
13
C5H6O2 | the Open Molecules 2025 dataset | ωB97M-V with the def2-TZVPD basis set
O 0.21 1.21 -2.22
C 0.57 0.40 -1.40
C -0.81 -0.40 -0.07
C -0.76 0.69 0.84
C 0.67 0.79 0.12
C -0.46 -1.75 0.32
O -1.32 -2.44 0.87
H 1.07 -0.55 -1.68
H -0.67 0.53 1.92
H -1.33 1.58 0.57
H 1.45 0.27 0.67
H 0.88 1.86 0.07
H 0.51 -2.18 -0.01
```

- HOMO: -9.1 eV
- Net charge: 0
- M: 98.101 u

***

(two)
Molecular formula: C5H6O2
Method: DFT, ωB97M-V with the def2-TZVPD basis set

```
13
C5H6O2 | the Open Molecules 2025 dataset | ωB97M-V with the def2-TZVPD basis set
O -3.48 0.53 -0.40
C -2.28 0.38 -0.41
C -1.55 -0.35 0.70
C -0.16 0.03 0.89
C 1.04 0.02 0.74
C 2.31 -0.11 0.03
O 2.07 0.17 -1.34
H -1.67 0.70 -1.29
H -2.17 -0.39 1.60
H -1.51 -1.39 0.32
H 3.13 0.52 0.42
H 2.64 -1.15 0.09
H 1.64 1.04 -1.36
```

- HOMO: -9.8 eV
- Net charge: 0
- SMILES string: O=CCC#CCO
- M: 98.101 u

***

(three)
Molecular formula: C5H6O2
Method: DFT, ωB97M-V with the def2-TZVPD basis set

```
13
C5H6O2 | the Open Molecules 2025 dataset | ωB97M-V with the def2-TZVPD basis set
O -1.49 -1.35 -0.93
C -0.81 -0.94 0.20
C -0.71 0.52 0.64
O 0.35 0.45 1.64
C 1.27 0.54 0.57
C 0.82 -0.47 -0.43
C 0.26 0.94 -0.44
H -1.29 -1.53 1.02
H -1.56 1.09 1.02
H 2.28 0.90 0.76
H 1.55 -0.74 -1.23
H -0.86 -1.13 -1.63
H 0.19 1.71 -1.20
```

- HOMO: -9.2 eV
- Net charge: 0
- M: 98.101 u

***

(four)
Molecular formula: C5H6O2
Method: DFT, ωB97M-V with the def2-TZVPD basis set

```
13
C5H6O2 | the Open Molecules 2025 dataset | ωB97M-V with the def2-TZVPD basis set
O -1.99 0.61 -1.59
C -1.49 -0.19 -0.84
C -0.16 -0.06 -0.21
C 0.55 1.00 0.75
C 0.87 0.96 -0.64
C 0.27 -1.15 0.69
O 1.41 -0.51 1.20
H -2.01 -1.16 -0.60
H 0.43 1.32 1.73
H -0.55 -1.10 1.42
H 1.88 0.63 -0.58
H 0.54 1.62 -1.43
H 0.29 -2.19 0.33
```

- HOMO: -9.8 eV
- Net charge: 0
- M: 98.101 u

***

Order of stability, best first: (two), (one), (three), (four)

***

(one)
Molecular formula: C5H6O2
Method: DFT, ωB97M-V with the def2-TZVPD basis set

```
13
C5H6O2 | the Open Molecules 2025 dataset | ωB97M-V with the def2-TZVPD basis set
C -0.27 1.59 0.69
C -0.17 0.31 -0.05
O -0.52 0.24 -1.44
C 0.24 -0.98 -1.36
C 1.05 -0.61 -0.25
O 0.31 -1.57 1.19
C -0.60 -1.06 0.40
H -1.31 1.94 0.68
H 0.37 2.35 0.24
H 0.04 1.43 1.73
H 0.42 -1.56 -2.26
H 2.09 -0.69 0.06
H -1.65 -1.40 0.36
```

- HOMO: -8.1 eV
- Net charge: 0
- M: 98.101 u

***

(two)
Molecular formula: C5H6O2
Method: DFT, ωB97M-V with the def2-TZVPD basis set

```
13
C5H6O2 | the Open Molecules 2025 dataset | ωB97M-V with the def2-TZVPD basis set
C -0.96 -1.16 -2.38
C -0.45 -0.55 -1.48
C 0.20 -0.09 -0.25
C 0.58 1.39 -0.14
O -0.74 -0.46 0.79
C -0.22 -0.61 2.00
O 0.93 -0.46 2.31
H -1.43 -1.74 -3.16
H 1.10 -0.71 -0.10
H -0.06 1.87 0.60
H 0.47 1.92 -1.09
H 1.61 1.50 0.21
H -1.03 -0.91 2.69
```

- HOMO: -10.4 eV
- Net charge: 0
- SMILES string: C#C[C@@H](C)OC=O
- M: 98.101 u

***

Order of stability, best first: (two), (one)

***

(one)
Molecular formula: C4H13N4O
Method: DFT, ωB97M-V with the def2-TZVPD basis set

```
22
C4H13N4O | the Open Molecules 2025 dataset | ωB97M-V with the def2-TZVPD basis set
C -1.55 2.21 1.32
C 0.40 1.66 -0.22
N 0.93 1.60 -1.43
N -0.73 2.30 0.07
N 1.06 1.01 0.77
H 0.55 2.20 -2.15
H 1.67 0.91 -1.58
H -1.35 2.41 -0.72
H 0.70 1.00 1.71
H 1.88 0.41 0.67
H -0.83 2.06 2.18
H -2.19 1.37 0.99
H -2.10 3.09 1.60
C -0.23 -2.72 -1.38
C 0.63 -2.15 -0.28
O 1.66 -1.53 -0.50
N 0.16 -2.25 1.02
H -0.17 -1.96 -2.16
H -1.24 -3.00 -1.15
H 0.93 -2.13 1.68
H -0.47 -2.93 1.39
H 0.31 -3.56 -1.84
```

- HOMO: -13.6 eV
- Net charge: +1
- M: 133.175 u

***

(two)
Molecular formula: C4H13N4O
Method: DFT, ωB97M-V with the def2-TZVPD basis set

```
22
C4H13N4O | the Open Molecules 2025 dataset | ωB97M-V with the def2-TZVPD basis set
C -1.76 -1.06 -2.06
C -0.78 1.05 -1.27
N -0.98 -0.29 -1.12
N -1.38 1.69 -2.27
N 0.08 1.72 -0.49
H -0.24 -0.86 -0.75
H -1.35 -2.08 -2.29
H -1.89 -0.50 -3.06
H -1.54 1.29 -3.17
H -1.58 2.68 -2.16
H 0.62 1.14 0.20
H -0.06 2.67 -0.20
H -2.79 -1.25 -1.70
C 1.80 0.33 2.83
C 1.44 -0.68 1.73
O 1.40 -0.39 0.53
N 1.17 -1.99 1.98
H 2.31 1.09 2.24
H 2.22 -0.22 3.66
H 1.13 -2.58 1.16
H 1.24 -2.50 2.84
H 0.93 0.75 3.36
```

- HOMO: -13.9 eV
- Net charge: +1
- M: 133.175 u

***

Order of stability, best first: (one), (two)

***

(one)
Molecular formula: C2H4ClPS2
Method: DFT, ωB97M-V with the def2-TZVPD basis set

```
10
C2H4ClPS2 | the Open Molecules 2025 dataset | ωB97M-V with the def2-TZVPD basis set
C -0.04 0.04 1.25
C -0.01 0.01 -1.20
P 1.34 0.04 0.05
S 2.63 -1.36 0.00
S -1.36 0.52 -0.01
Cl 2.34 1.83 -0.04
H 0.03 -1.14 1.28
H -0.10 0.41 2.34
H 0.16 0.85 -1.90
H -0.20 -0.84 -1.82
```

- HOMO: -9.2 eV
- Net charge: 0
- M: 158.615 u

***

(two)
Molecular formula: C2H4ClPS2
Method: DFT, ωB97M-V with the def2-TZVPD basis set

```
10
C2H4ClPS2 | the Open Molecules 2025 dataset | ωB97M-V with the def2-TZVPD basis set
C -0.13 -0.66 0.48
C -1.06 0.52 -0.07
P 1.68 -0.74 -0.08
S -0.92 2.08 0.58
S 2.67 0.91 0.31
Cl 1.42 -0.96 -2.11
H 0.06 -0.44 1.61
H -0.58 -1.62 0.40
H -1.00 0.76 -1.12
H -2.13 0.15 0.02
```

- HOMO (spin up / spin down): -8.0 / -8.3 eV
- Net charge: 0
- M: 158.615 u

***

Order of stability, best first: (one), (two)

***

(one)
Molecular formula: C6H8S
Method: DFT, ωB97M-V with the def2-TZVPD basis set

```
15
C6H8S | the Open Molecules 2025 dataset | ωB97M-V with the def2-TZVPD basis set
C 1.92 1.54 -0.82
C 0.84 0.70 -0.15
C 1.05 -0.06 0.95
C 0.08 -0.80 1.62
C -0.90 -1.28 0.97
C -0.55 0.90 -0.71
H 3.04 1.08 -0.40
H 1.65 1.68 -2.02
H 1.86 2.72 -0.18
H 2.09 0.09 1.45
H 0.38 -1.23 2.49
H -1.61 -2.11 1.47
H -0.43 1.20 -1.80
H -1.12 1.80 -0.26
S -1.28 -0.70 -0.75
```

- HOMO: -8.2 eV
- Net charge: 0
- M: 112.197 u

***

(two)
Molecular formula: C6H8S
Method: DFT, ωB97M-V with the def2-TZVPD basis set

```
15
C6H8S | the Open Molecules 2025 dataset | ωB97M-V with the def2-TZVPD basis set
C -0.85 1.86 -0.37
C -1.94 1.24 0.32
C 0.41 -1.59 0.62
C 1.30 -1.77 -0.55
C 0.51 0.75 -0.76
C 0.86 -0.47 -0.13
S 1.87 1.05 0.30
H -1.07 2.41 -1.31
H -0.20 2.49 0.30
H -2.00 1.17 1.47
H -2.70 0.73 -0.15
H -0.65 -1.83 0.79
H 0.99 -1.77 1.49
H 2.49 -2.13 -0.44
H 0.99 -2.14 -1.57
```

- HOMO (spin up / spin down): -8.0 / -7.7 eV
- Net charge: 0
- M: 112.197 u

***

Order of stability, best first: (one), (two)